(1)
A 4-piece molecular cluster, C26H54B3N3O4 overall at a distorted geometry. Source: OMol25; level of theory: wB97M-V/def2-TZVPD.

XYZ file:
```
90
Properties=species:S:1:pos:R:3:forces:R:3
O 3.587 3.451 -4.490 -6.8 -2.4 4.0
C 2.468 3.077 -3.859 3.8 1.5 -2.2
C 1.592 1.707 -4.247 0.3 1.3 0.9
B 1.839 0.565 -3.043 0.1 -0.7 -0.2
O 0.852 -0.571 -3.036 1.7 2.9 3.7
B 0.435 -0.799 -1.638 2.1 -0.4 -0.4
O 1.400 -0.840 -0.520 0.6 2.4 -3.9
B 2.640 -0.098 -0.820 -0.8 -0.1 -0.7
O 2.933 0.675 -2.043 -4.1 -2.2 0.2
C 1.805 3.981 -2.618 -1.3 1.2 1.5
C 2.588 4.194 -1.191 -4.1 1.7 -0.9
C 1.793 5.074 -0.022 -1.6 -1.1 -4.3
C 0.295 5.660 -0.364 1.5 -1.5 -2.1
C -0.491 5.465 -1.798 4.7 -2.3 0.0
C 0.287 4.594 -2.959 1.8 0.7 4.3
H 0.450 2.026 -4.152 2.4 -0.8 -0.3
H 1.831 1.300 -5.319 -0.4 0.9 2.1
H -0.713 -1.005 -1.421 0.2 -0.1 0.0
H 3.484 -0.097 0.030 -0.2 0.0 -0.3
H 3.673 3.725 -1.024 -2.8 1.2 -0.5
H 2.351 5.219 1.006 -1.6 -0.2 -2.3
H -0.261 6.260 0.474 1.3 -1.3 -1.8
H -1.552 5.883 -2.066 2.4 -0.8 0.9
H -0.199 4.392 -4.007 1.1 0.5 2.3
C 3.042 1.803 2.508 -0.1 -0.1 0.0
C 4.056 1.549 3.619 -0.3 0.1 0.1
N 3.456 1.309 4.934 0.0 0.1 0.3
C 4.433 1.332 6.028 -0.1 0.3 -0.1
C 5.507 0.250 6.041 0.2 -0.2 0.2
C 2.463 0.231 5.008 -0.1 0.3 -0.2
C 2.912 -1.166 4.598 0.0 -0.5 0.1
H 2.381 2.640 2.757 0.0 -0.1 0.0
H 3.564 2.053 1.578 0.0 0.0 0.1
H 2.426 0.920 2.306 0.0 0.1 0.0
H 4.687 2.445 3.679 0.0 -0.2 0.3
H 4.711 0.725 3.316 0.1 -0.1 -0.1
H 3.903 1.314 6.989 -0.1 -0.1 -0.2
H 4.937 2.308 6.008 -0.1 -0.1 -0.2
H 5.107 -0.711 6.369 0.1 0.0 -0.1
H 6.296 0.523 6.750 -0.1 0.0 -0.1
H 5.981 0.118 5.064 -0.1 0.0 0.1
H 1.606 0.511 4.386 0.1 0.1 0.0
H 2.052 0.183 6.025 0.2 0.2 -0.1
H 3.517 -1.168 3.688 0.0 0.0 0.1
H 2.034 -1.793 4.404 0.1 0.1 0.0
H 3.480 -1.657 5.393 0.0 0.0 -0.2
C -4.952 1.723 2.873 0.0 -0.1 0.1
C -3.929 2.069 1.794 0.1 0.0 0.3
N -2.535 1.917 2.220 0.3 0.1 0.0
C -1.576 2.501 1.277 -0.2 0.2 0.2
C -1.484 1.881 -0.114 0.2 -0.1 -0.3
C -2.161 0.603 2.757 -0.3 0.2 0.2
C -2.357 -0.607 1.853 0.1 -0.4 -0.1
H -4.789 2.315 3.780 0.1 -0.1 -0.1
H -5.962 1.938 2.509 0.2 0.0 0.0
H -4.923 0.661 3.139 0.0 0.1 0.0
H -4.101 3.119 1.525 0.3 -0.1 -0.1
H -4.147 1.477 0.900 -0.1 -0.1 -0.2
H -0.576 2.502 1.729 -0.2 -0.1 0.1
H -1.826 3.564 1.157 -0.1 -0.1 0.1
H -0.946 0.932 -0.097 -0.1 0.0 0.0
H -0.926 2.549 -0.779 0.0 0.0 0.1
H -2.466 1.720 -0.567 0.1 0.0 0.1
H -2.728 0.436 3.680 -0.1 0.1 -0.1
H -1.114 0.629 3.085 -0.1 0.2 -0.2
H -3.313 -0.590 1.321 0.1 0.0 0.0
H -2.338 -1.523 2.454 0.0 0.1 -0.1
H -1.553 -0.697 1.118 -0.2 0.0 0.0
C -4.722 -5.308 -5.164 0.1 -0.2 0.0
C -3.619 -4.345 -4.736 -0.1 -0.2 0.2
N -2.987 -4.688 -3.459 0.1 0.1 0.3
C -2.127 -3.622 -2.934 -0.3 0.0 0.0
C -0.885 -3.254 -3.739 0.3 0.1 0.1
C -2.435 -6.044 -3.351 -0.4 0.1 0.0
C -1.367 -6.449 -4.360 0.4 -0.2 -0.1
H -5.497 -5.394 -4.395 0.2 0.0 0.0
H -5.199 -4.943 -6.080 0.1 0.0 0.1
H -4.332 -6.308 -5.380 -0.1 0.1 0.0
H -4.085 -3.356 -4.642 0.3 0.0 0.2
H -2.885 -4.269 -5.544 0.1 0.0 -0.2
H -1.822 -3.871 -1.910 -0.1 -0.2 -0.1
H -2.740 -2.716 -2.828 -0.1 -0.2 -0.1
H -0.095 -3.999 -3.624 -0.1 0.0 -0.1
H -0.479 -2.304 -3.377 -0.2 -0.3 -0.2
H -1.097 -3.130 -4.805 0.0 0.0 0.1
H -3.263 -6.758 -3.425 0.0 0.2 -0.1
H -2.038 -6.196 -2.340 -0.1 0.3 -0.1
H -1.605 -6.135 -5.380 0.0 0.0 0.1
H -1.268 -7.540 -4.372 0.0 0.1 0.0
H -0.386 -6.046 -4.093 -0.1 0.0 -0.2
```
Forces are in eV/Å.

Calculated total energy ... -42522.869 eV
Molecular weight ... 505.2 g/mol
Structure (SMILES) ... O=C(CB1OBOBO1)c1ccccc1.CCN(CC)CC.CCN(CC)CC.CCN(CC)CC
HOMO-LUMO gap ... 7.7 eV
Energy above the lowest of the compared OMol25 structures with the same formula, charge and spin ... 9.497 eV

Atomic partial charges in e from the Löwdin method, atoms 1 to 6:
1. O -0.034
2. C -0.236
3. C 0.007
4. B -0.331
5. O 0.105
6. B -0.248



(2)
A 7-piece molecular cluster, C26H54BO15S6 overall at a distorted geometry. Source: OMol25; level of theory: wB97M-V/def2-TZVPD.

XYZ file:
```
102
Properties=species:S:1:pos:R:3:forces:R:3
O -1.291 -0.464 -1.078 0.2 -3.0 1.7
B -0.372 -1.543 -0.648 0.0 1.9 0.0
O 0.930 -1.028 -1.143 0.8 -0.8 0.7
C 1.890 -1.455 -0.137 -2.3 1.7 -0.8
C 1.042 -1.051 1.179 0.7 -1.4 -1.0
O -0.250 -1.632 0.850 1.8 0.5 1.2
H -2.156 -0.818 -1.309 0.3 0.0 0.1
H -0.639 -2.684 -0.956 -0.4 -0.7 -0.7
H 1.921 -2.567 -0.342 0.8 0.9 1.2
H 2.816 -0.849 -0.303 -0.5 -1.1 0.3
H 1.604 -1.526 2.034 -1.2 0.3 -0.3
H 0.931 0.065 1.352 0.5 -1.0 -0.5
C -1.236 -4.671 4.249 0.4 0.1 0.6
C -0.569 -4.523 5.622 -0.1 0.1 0.0
C 0.926 -4.796 5.437 -0.1 -0.1 0.6
S 1.303 -4.346 3.745 -0.3 0.5 -0.4
O 1.686 -5.543 3.028 0.3 0.1 0.1
O 2.121 -3.155 3.746 0.4 -0.4 0.1
C -0.353 -3.906 3.274 -0.5 0.0 0.1
H -2.253 -4.289 4.251 0.1 -0.1 0.0
H -1.271 -5.722 3.968 0.0 0.1 0.1
H -0.715 -3.502 5.988 0.0 0.0 0.0
H -1.005 -5.200 6.361 0.0 0.0 0.0
H 1.534 -4.198 6.116 0.1 -0.1 -0.2
H 1.161 -5.854 5.564 0.0 0.1 -0.1
H -0.529 -4.175 2.235 0.2 0.2 0.0
H -0.460 -2.828 3.405 0.1 0.0 -0.2
C -1.330 -6.698 -0.140 0.1 -0.1 0.1
C -2.100 -8.021 -0.049 0.1 0.0 -0.1
C -3.048 -7.918 1.149 0.1 -0.6 -0.1
S -3.426 -6.177 1.338 0.0 0.3 -0.7
O -2.873 -5.720 2.594 -0.9 -0.4 -0.5
O -4.806 -5.945 0.976 0.1 0.0 0.5
C -2.374 -5.600 0.016 0.3 0.1 -0.1
H -0.792 -6.607 -1.084 0.0 0.1 0.1
H -0.600 -6.639 0.673 0.0 0.1 -0.1
H -2.679 -8.169 -0.965 0.0 0.0 0.1
H -1.427 -8.874 0.055 -0.1 0.0 0.0
H -3.972 -8.471 0.983 0.0 0.1 0.2
H -2.571 -8.261 2.068 -0.1 0.1 0.0
H -1.945 -4.631 0.277 -0.1 0.1 0.0
H -2.988 -5.508 -0.881 0.0 0.0 0.1
C 5.043 4.022 -1.118 0.0 0.1 -0.1
C 3.662 4.310 -0.521 0.0 0.1 0.1
C 2.908 2.979 -0.445 -0.3 0.5 0.0
S 4.156 1.706 -0.278 -0.4 -0.2 0.0
O 4.135 0.882 -1.461 0.2 0.1 0.3
O 4.088 1.142 1.049 0.2 -0.1 -0.2
C 5.567 2.798 -0.378 0.3 0.4 -0.1
H 5.717 4.874 -1.011 0.0 0.0 0.0
H 4.945 3.801 -2.185 0.0 0.0 0.1
H 3.779 4.725 0.484 0.0 0.0 -0.1
H 3.109 5.041 -1.114 0.0 0.0 0.0
H 2.239 2.941 0.414 0.0 -0.2 -0.1
H 2.349 2.782 -1.360 0.0 -0.2 0.1
H 6.385 2.300 -0.895 -0.1 -0.1 0.1
H 5.864 3.052 0.641 0.0 -0.1 0.0
C 3.094 0.228 5.447 0.1 0.0 0.1
C 1.702 0.083 6.066 0.0 -0.2 0.0
C 1.119 1.492 6.217 -0.3 -0.3 0.4
S 1.874 2.486 4.931 0.0 -0.3 -0.5
O 2.703 3.494 5.556 -0.2 0.2 -0.1
O 0.879 2.819 3.941 0.2 0.4 0.3
C 2.932 1.201 4.287 0.2 -0.3 -0.1
H 3.489 -0.732 5.111 -0.1 0.1 0.0
H 3.787 0.639 6.187 0.0 0.0 0.0
H 1.068 -0.509 5.400 0.1 0.0 0.0
H 1.738 -0.433 7.027 0.0 0.0 0.0
H 0.038 1.498 6.087 0.1 0.2 -0.1
H 1.380 1.932 7.180 0.0 0.1 -0.1
H 3.874 1.631 3.951 -0.1 0.1 -0.1
H 2.414 0.731 3.448 0.0 0.1 0.0
C -3.726 4.123 -1.798 0.0 0.0 0.0
C -2.751 4.396 -2.948 -0.1 0.1 0.1
C -1.473 3.603 -2.665 0.1 0.6 -0.2
S -1.968 2.182 -1.691 0.3 -1.1 -0.2
O -1.386 2.301 -0.376 -0.1 0.3 -0.4
O -1.841 1.002 -2.505 -0.8 2.5 -1.5
C -3.699 2.614 -1.583 -0.4 0.3 0.2
H -4.733 4.478 -2.028 0.1 0.0 0.0
H -3.385 4.637 -0.895 0.0 -0.1 0.0
H -3.194 4.055 -3.889 0.0 0.0 0.1
H -2.539 5.459 -3.054 0.0 -0.1 -0.1
H -0.998 3.261 -3.584 0.1 -0.1 0.2
H -0.764 4.186 -2.075 0.0 -0.1 0.0
H -4.097 2.309 -0.617 0.2 -0.1 0.0
H -4.222 2.093 -2.387 0.1 0.0 0.0
C -0.558 4.907 -8.242 0.1 -0.1 0.1
C -1.303 3.577 -8.091 0.1 -0.1 -0.1
C -2.227 3.705 -6.876 0.1 -0.5 -0.1
S -2.629 5.445 -6.735 -0.1 0.0 -0.1
O -2.058 5.951 -5.510 -0.2 0.1 -0.2
O -4.020 5.642 -7.076 0.2 0.1 0.3
C -1.616 5.994 -8.098 0.4 0.1 -0.3
H -0.041 4.975 -9.200 0.0 0.0 0.1
H 0.189 5.003 -7.448 0.0 0.0 0.0
H -1.899 3.390 -8.989 0.0 0.0 0.1
H -0.615 2.739 -7.974 -0.1 0.0 0.0
H -3.145 3.133 -7.005 0.0 0.1 0.2
H -1.725 3.400 -5.958 -0.1 0.1 0.0
H -1.198 6.975 -7.878 -0.2 0.0 0.1
H -2.250 6.046 -8.985 0.0 0.0 0.1
```
Forces are in eV/Å.

Calculated total energy ... -124237.712 eV
Molecular weight ... 809.9 g/mol
Total charge ... -1
HOMO-LUMO gap ... 5.8 eV

Atomic partial charges in e from the Löwdin method, atoms 1 to 6:
1. O -0.052
2. B -0.873
3. O -0.093
4. C -0.154
5. C -0.175
6. O -0.107



(3)
C26H54Cl3N5O4PPbSi as an isolated structure at a distorted geometry. Source: OMol25; level of theory: wB97M-V/def2-TZVPD.

XYZ file:
```
95
Properties=species:S:1:pos:R:3:forces:R:3
C 1.406 -1.392 -4.948 -0.3 -0.1 -0.1
C 1.044 -0.004 -4.528 -0.5 1.1 0.1
H 1.707 -1.403 -6.004 -0.1 -0.1 0.2
H 0.541 -2.061 -4.814 0.2 0.1 0.0
H 2.231 -1.776 -4.341 -0.1 0.0 0.0
C 0.559 0.915 -5.378 0.4 0.0 0.6
C 0.215 0.642 -6.799 -0.2 -0.2 -0.6
H 0.406 1.949 -5.048 -0.1 -0.5 0.1
H -0.458 -0.225 -6.872 0.2 0.2 -0.1
H 1.095 0.435 -7.427 -0.1 0.0 0.1
H -0.296 1.510 -7.230 0.0 -0.2 -0.1
Pb 1.303 -0.829 0.419 -1.5 1.3 -1.3
Cl 3.578 0.449 0.080 0.0 0.0 0.2
Cl -1.738 -3.204 -4.208 2.0 -2.7 -2.2
C 1.067 2.459 0.927 -0.8 -0.8 -0.3
O 0.221 1.532 0.866 1.2 0.9 0.3
N 0.751 3.755 0.973 -0.1 0.2 0.2
C -0.639 4.188 1.037 0.1 0.0 0.0
C 1.800 4.768 1.030 -0.1 -0.3 0.1
H 2.152 2.261 0.931 -0.3 0.0 -0.1
H -1.289 3.320 0.879 0.2 0.2 0.0
H -0.825 4.939 0.260 0.0 -0.2 0.1
H -0.844 4.636 2.021 0.0 -0.1 -0.2
H 2.766 4.262 0.910 -0.2 0.2 0.0
H 1.780 5.294 1.995 0.0 -0.1 -0.2
H 1.676 5.498 0.220 0.0 -0.2 0.1
H -2.470 -2.127 -3.328 -2.2 1.8 1.7
H -2.219 0.943 -4.213 -0.2 -0.1 0.1
C -3.334 -1.465 -2.822 0.8 -0.9 -0.4
C -3.047 0.884 -3.487 0.3 -0.1 0.2
N -2.819 -0.180 -2.515 -0.2 2.2 1.9
H -3.695 -1.960 -1.922 -0.2 0.0 0.1
C -2.322 0.113 -1.279 -0.1 -0.2 -1.4
O -2.065 -0.708 -0.398 -0.3 0.2 0.1
H -3.137 1.854 -2.974 0.0 -0.2 -0.2
H -2.157 1.201 -1.118 0.0 -0.3 0.0
H -4.093 -1.346 -3.595 -0.3 -0.2 0.2
H -3.970 0.669 -4.037 0.1 0.1 0.2
O 0.299 -0.537 -2.352 -0.1 0.4 1.6
C 1.160 0.272 -3.022 0.7 0.0 0.3
C -0.148 2.426 -2.562 0.0 0.3 -0.1
C 1.078 1.783 -2.669 0.3 -0.9 -0.3
H -1.042 1.808 -2.591 0.4 0.3 -0.1
C -0.211 3.817 -2.455 0.3 -0.2 0.3
H 2.211 -0.020 -2.789 0.3 0.2 0.0
C 2.258 2.515 -2.532 -0.4 0.2 -0.2
H -1.184 4.304 -2.399 0.2 0.0 0.0
C 0.974 4.565 -2.408 -0.2 -0.2 -0.2
C 2.205 3.907 -2.456 0.1 0.1 0.3
H 3.198 1.968 -2.495 -0.1 0.2 -0.2
H 0.924 5.653 -2.344 0.1 -0.2 -0.1
H 3.135 4.479 -2.418 -0.2 -0.1 0.1
Si 0.730 -3.927 -0.615 0.6 -0.9 -0.1
Cl 2.338 -2.428 -1.397 -0.7 -2.0 -0.2
C -1.093 -3.692 -0.855 -0.2 0.6 -0.1
C 1.377 -4.099 1.169 0.2 0.1 0.4
C 1.145 -5.564 -1.441 0.2 0.1 -0.2
H -1.507 -2.729 -0.515 0.2 -0.3 -0.1
H -1.650 -4.511 -0.353 0.6 0.2 0.0
H -1.313 -3.777 -1.937 0.2 0.2 0.3
H 0.632 -5.666 -2.407 0.2 0.1 0.2
H 0.797 -6.385 -0.787 0.1 0.4 -0.2
H 2.227 -5.673 -1.579 -0.2 -0.1 0.0
H 2.396 -3.668 1.281 -0.5 -0.2 -0.1
H 1.479 -5.189 1.364 -0.1 0.6 -0.1
H 0.721 -3.645 1.942 0.3 -0.3 -0.5
C 1.334 1.216 4.433 0.0 0.2 0.0
N 1.209 -0.170 4.020 0.3 -0.3 -0.3
C 2.467 -0.789 3.579 0.1 0.0 0.1
P -0.266 -0.909 3.842 -0.8 -0.4 -0.2
O -0.304 -1.845 2.675 0.2 0.6 0.9
N -0.603 -1.637 5.355 0.5 -0.1 -0.2
C -1.818 -2.461 5.360 0.2 -0.1 -0.1
C 0.509 -2.353 5.988 -0.1 -0.2 -0.1
N -1.433 0.265 3.786 0.0 -0.2 0.6
C -1.829 0.985 4.991 0.0 0.2 0.1
C -2.322 0.486 2.652 0.1 0.1 -0.3
H 2.391 1.500 4.357 -0.3 0.0 0.0
H 1.017 1.353 5.475 0.0 0.1 -0.1
H 0.751 1.884 3.786 0.1 -0.1 0.1
H 3.226 -0.641 4.369 -0.2 -0.2 -0.3
H 2.346 -1.869 3.416 -0.1 0.3 0.0
H 2.858 -0.323 2.647 -0.1 -0.2 0.6
H -1.680 -3.348 4.722 -0.2 0.1 0.1
H -2.023 -2.807 6.382 0.1 0.2 -0.2
H -2.679 -1.888 5.006 0.1 -0.1 0.0
H 0.790 -3.248 5.406 0.1 0.1 0.1
H 1.380 -1.702 6.099 -0.1 -0.1 -0.1
H 0.202 -2.696 6.988 0.0 0.2 -0.3
H -1.425 2.009 5.002 -0.1 -0.1 0.0
H -2.924 1.072 5.021 0.2 -0.1 0.0
H -1.498 0.458 5.894 0.0 0.2 -0.3
H -2.285 1.549 2.362 0.0 -0.3 0.0
H -2.044 -0.126 1.786 -0.1 0.2 0.2
H -3.358 0.254 2.957 0.3 0.0 -0.1
```
Forces are in eV/Å.

Calculated total energy ... -103464.742 eV
Molecular weight ... 873.4 g/mol
Total charge ... -1
HOMO-LUMO gap ... 5.1 eV
Energy above the lowest of the compared OMol25 structures with the same formula, charge and spin ... 3.013 eV

Atomic partial charges in e from the Löwdin method, atoms 1 to 6:
1. C -0.063
2. C -0.225
3. H 0.069
4. H 0.011
5. H 0.056
6. C -0.140